ORCA calculation (ωB97M-V with the def2-TZVPD basis set) on the ion C4H2NO3 with charge -1 at a distorted geometry.

```
10
Properties=species:S:1:pos:R:3:lowdin_charge:R:1
C 0.0342 0.9585 -0.5044 -0.0375
C -1.5959 -0.3918 -0.7261 -0.2655
C 0.1690 -0.0704 0.3931 -0.1497
C 1.5261 -0.4355 1.0607 -0.7487
N -0.9356 -0.9299 0.2276 0.1387
O 1.8617 0.1725 2.0716 -0.0579
O 2.2316 -1.2234 0.4176 -0.0595
O -1.1949 0.8102 -1.1356 -0.0012
H 0.3794 1.8969 -0.7173 0.0880
H -2.4756 -0.7871 -1.0873 0.0933
```

Results
**Relative energy (zero: lowest compared OMol25 entry of this formula, charge and spin)**: 17.01 kcal per mole
**Calculated total energy**: -11813.4842 eV
**Total charge**: -1
**SMILES**: O=C([O-])c1cocn1
**Orbital gap**: 7.65 eV
**Strongest force on any atom**: 3.1 eV/A